# C18H28N4NaO4STa

C18H28N4NaO4STa as an isolated structure (wB97M-V/def2-TZVPD, the Open Molecules 2025 dataset).

Structure (XYZ):
```
57
Properties=species:S:1:pos:R:3:forces:R:3:nbo_charge:R:1
N 2.157 -1.063 -0.883 5.268 -4.971 -3.054 -1.078
C 3.119 -2.060 -1.228 2.423 6.175 5.902 0.954
O 4.264 -2.304 -0.809 -6.614 -0.583 -3.896 -0.382
Na 3.622 -0.659 0.685 1.684 0.497 1.200 0.957
Ta 0.568 -0.059 -0.696 -6.543 0.439 -3.366 2.385
N -0.687 -1.583 -1.397 2.592 2.758 1.078 -0.672
N -0.139 1.731 -1.642 -0.086 -1.879 0.473 -0.758
C -0.173 -2.963 -1.736 0.576 0.551 0.725 0.123
C 0.321 3.098 -1.283 -0.072 0.561 0.077 0.109
C 0.947 -2.932 -2.814 -0.508 -0.944 0.198 -0.567
C -1.290 -3.893 -2.231 0.222 -0.101 -0.114 -0.625
C 0.339 -3.499 -0.386 -0.214 -0.197 -0.030 -0.617
C 0.287 4.089 -2.476 -0.714 0.236 -0.272 -0.636
C -0.618 3.652 -0.220 -0.780 -0.158 0.943 -0.626
C 1.754 3.013 -0.748 -0.071 -0.433 -0.791 -0.632
H 0.517 -2.581 -3.776 0.722 -0.107 0.422 0.261
H 1.326 -3.969 -2.891 -0.282 0.483 -0.350 0.246
H 1.843 -2.317 -2.512 -0.841 -0.521 -0.874 0.158
H -2.060 -4.024 -1.462 0.214 -0.042 -0.243 0.233
H -0.807 -4.868 -2.389 -0.370 0.243 -0.151 0.244
H -1.756 -3.540 -3.162 0.169 -0.218 0.259 0.235
H 1.255 -2.963 -0.079 -0.659 -0.617 0.134 0.185
H 0.533 -4.577 -0.460 0.009 0.241 0.220 0.242
H -0.459 -3.297 0.361 0.619 -0.363 -0.247 0.231
H 0.590 3.628 -3.399 0.469 -0.346 -0.388 0.222
H 0.941 4.954 -2.320 -0.136 -0.240 0.226 0.240
H -0.731 4.491 -2.702 0.692 -0.325 0.513 0.232
H -1.648 3.829 -0.559 0.396 -0.110 -0.238 0.229
H -0.297 4.588 0.211 0.405 0.462 -0.189 0.237
H -0.725 2.986 0.642 0.195 -0.204 -0.108 0.198
H 1.818 2.491 0.225 -0.049 0.212 -0.047 0.205
H 2.111 4.048 -0.651 0.306 -0.573 0.261 0.268
H 2.367 2.459 -1.507 -0.200 0.595 0.542 0.215
C -1.404 1.825 -2.471 -0.441 0.080 -0.520 -0.440
H -1.784 0.840 -2.776 0.390 0.247 0.181 0.210
H -2.301 2.365 -2.026 1.393 -0.650 0.182 0.227
H -1.212 2.394 -3.413 0.141 -0.623 0.710 0.232
C -2.131 -1.370 -1.463 -0.440 0.474 -0.457 -0.448
H -2.710 -2.176 -0.973 0.395 0.404 -0.343 0.231
H -2.439 -0.424 -0.982 0.323 -0.482 -0.308 0.251
H -2.346 -1.301 -2.549 -0.524 -0.201 0.643 0.221
O -1.672 0.559 0.896 1.433 -0.872 2.011 -0.538
C -0.854 0.226 1.773 0.229 0.173 -1.240 0.709
N 0.412 -0.192 1.320 0.183 0.308 -0.758 -1.098
S 1.634 -0.323 2.407 -0.458 -0.010 0.406 2.251
O 2.197 -1.673 2.323 -0.185 1.623 0.082 -0.910
O 2.553 0.791 2.113 -0.572 -1.417 0.425 -0.931
C 0.522 -0.058 3.746 -1.315 0.367 0.565 -0.241
C 0.717 -0.041 5.122 1.231 -0.257 -0.066 -0.189
C -0.355 0.213 5.977 -1.098 0.308 0.490 -0.142
C -1.671 0.467 5.474 1.308 -0.320 0.540 -0.148
C -1.865 0.453 4.096 0.412 -0.037 -0.117 -0.128
C -0.773 0.197 3.243 -1.246 0.478 0.594 -0.177
H 1.739 -0.226 5.497 -0.769 0.131 0.047 0.258
H -0.198 0.235 7.083 -0.039 -0.068 -1.177 0.263
H -2.494 0.665 6.185 0.568 -0.138 -0.617 0.263
H -2.855 0.645 3.686 0.256 -0.041 -0.089 0.258
```
Positions in Å, forces in eV/Å.

Properties
- E (Ha) = -1839.558741
- total charge = +2
- LUMO level (eV) = -10.061
- molar mass (g mol⁻¹) = 600.5

=====

# C18H28N8O5PPtS

C18H28N8O5PPtS as an isolated structure (wB97M-V/def2-TZVPD, the Open Molecules 2025 dataset).

Structure (XYZ):
```
62
Properties=species:S:1:pos:R:3:forces:R:3:nbo_charge:R:1
Pt 0.344 0.752 0.395 -0.546 -0.334 -0.754 0.889
N 7.194 -3.618 1.754 0.267 -0.148 0.005 -0.774
C 6.248 -2.779 1.269 -0.326 0.264 -0.064 0.224
C 6.374 -1.389 1.437 -0.044 -0.095 -0.085 -0.282
C 5.367 -0.537 1.040 -0.047 0.099 0.013 -0.147
C 4.241 -1.064 0.429 -0.672 0.468 -0.262 -0.336
C 4.126 -2.425 0.187 0.070 -0.028 -0.013 -0.147
C 5.118 -3.281 0.598 0.073 0.111 0.003 -0.277
S 2.774 -0.142 0.100 1.516 -0.800 -0.067 2.245
O 2.833 1.201 0.672 0.330 0.189 0.202 -0.942
O 2.378 -0.184 -1.284 0.201 -0.541 -0.190 -0.932
N 1.587 -0.928 0.924 -0.209 0.204 -1.594 -0.887
C 1.615 -0.665 2.247 -0.015 0.145 2.282 0.535
N 2.622 -1.038 3.026 -0.069 -0.239 -0.392 -0.458
C 2.536 -0.728 4.306 -0.193 0.210 0.127 0.125
C 1.447 -0.044 4.840 -0.188 -0.047 -0.253 -0.315
C 0.459 0.346 3.947 0.085 0.144 0.596 0.103
N 0.542 0.047 2.660 0.405 -0.208 -0.847 -0.525
H 7.948 -3.258 2.310 -0.028 -0.096 -0.029 0.399
H 7.050 -4.611 1.736 0.061 0.048 0.011 0.400
H 7.274 -0.998 1.887 0.055 0.101 0.125 0.220
H 5.437 0.525 1.216 0.043 0.112 0.040 0.238
H 3.231 -2.775 -0.301 -0.050 -0.311 -0.064 0.234
H 5.035 -4.340 0.418 -0.046 -0.174 -0.006 0.221
H 3.384 -1.024 4.909 -0.029 -0.008 0.190 0.213
H 1.371 0.177 5.891 0.003 0.051 0.076 0.244
H -0.411 0.909 4.265 0.024 0.033 -0.009 0.218
C -0.308 3.852 1.523 0.105 -0.113 0.508 -0.258
O -0.734 3.822 0.167 -0.036 -0.368 -0.380 -0.799
P -0.100 2.712 -0.788 -0.404 1.567 -0.221 1.809
O -1.051 2.843 -2.067 0.672 -0.279 0.358 -0.797
C -2.351 2.286 -2.108 -0.435 -0.248 -0.084 -0.257
O 1.167 3.477 -1.343 -0.262 -0.191 0.506 -0.802
C 2.053 2.895 -2.298 0.452 -0.244 -0.392 -0.270
H -1.092 4.344 2.101 0.148 -0.077 -0.082 0.209
H 0.633 4.400 1.603 -0.097 0.002 0.039 0.198
H -0.160 2.820 1.884 -0.106 0.429 0.108 0.175
H -2.788 2.583 -3.061 0.031 -0.061 0.108 0.214
H -2.963 2.672 -1.292 -0.023 0.003 0.010 0.189
H -2.290 1.196 -2.052 -0.111 0.059 -0.057 0.177
H 2.953 3.505 -2.292 -0.042 -0.027 -0.004 0.208
H 1.609 2.911 -3.293 -0.085 0.097 0.044 0.192
H 2.304 1.869 -2.034 0.006 0.098 0.008 0.213
C -6.221 1.309 0.365 -0.163 -0.105 0.024 -0.611
C -6.210 -0.186 0.065 0.294 0.039 0.021 -0.219
C -5.886 -0.426 -1.405 -0.168 -0.066 0.261 -0.615
C -5.222 -0.930 0.989 -1.249 -0.027 -0.030 -0.221
N -3.883 -0.445 0.820 1.359 -0.342 -0.568 -0.161
C -2.850 -0.908 0.095 0.064 0.246 0.214 0.192
N -1.858 -0.051 0.229 0.068 -0.393 -0.051 -0.364
N -2.304 0.918 1.033 -0.120 0.563 0.277 -0.089
N -3.494 0.688 1.382 -0.834 0.521 0.876 -0.024
H -7.015 1.800 -0.194 -0.046 0.021 -0.025 0.227
H -5.276 1.768 0.083 0.003 0.094 -0.028 0.204
H -6.378 1.490 1.425 -0.041 0.127 0.102 0.220
H -7.199 -0.596 0.290 0.083 -0.062 0.006 0.224
H -4.950 0.053 -1.684 0.123 0.068 -0.048 0.194
H -6.673 0.004 -2.017 -0.026 -0.010 -0.182 0.235
H -5.812 -1.489 -1.621 -0.032 -0.159 -0.159 0.211
H -5.233 -2.000 0.777 0.086 0.066 0.077 0.226
H -5.504 -0.756 2.032 0.161 -0.146 -0.141 0.240
H -2.837 -1.814 -0.473 -0.047 -0.234 -0.138 0.246
```
Positions in Å, forces in eV/Å.

Properties
- E (Ha) = -2375.543775
- total charge = +1
- LUMO level (alpha / beta) (eV) = -2.294 / -4.739
- multiplicity = 3
- molar mass (g mol⁻¹) = 694.6

=====

Values of largest force on an atom, in order: 8.9, 2.3, all in eV/Å.
Values of ΔE to the lowest compared entry with this formula, charge and spin, in order: 4.7122, 1.3249, all in eV.